Computed, not measured: a single C24H27N3O5 molecule, with ωB97M-V/def2-TZVPD.

**E_HOMO**: -7.954 eV
**Charge**: 0
**Gap between HOMO and LUMO**: 7.6685 eV
**LUMO energy**: -0.0105 hartree
**Relative energy (zero: lowest compared OMol25 entry of this formula, charge and spin)**: 240.82 kJ/mol
**SMILES string**: COCCCN1C(=O)c2ccc(C(=O)N3CCN(c4ccccc4OC)CC3)cc2C1=O

Geometry (Å):
C1 1.14 0.33 -3.03
O1 1.28 -0.83 -3.80
C2 2.35 -0.75 -4.72
C3 2.51 -2.10 -5.42
C4 3.14 -3.15 -4.50
N1 2.35 -3.32 -3.30
C5 1.18 -4.06 -3.27
O2 0.79 -4.78 -4.16
C6 0.58 -3.78 -1.95
C7 -0.57 -4.26 -1.36
C8 -0.91 -3.78 -0.10
C9 -0.11 -2.85 0.56
C10 -0.47 -2.41 1.94
O3 -0.37 -3.17 2.89
N2 -0.92 -1.14 2.07
C11 -1.20 -0.24 0.98
C12 -0.96 1.20 1.41
N3 -1.84 1.57 2.52
C13 -1.51 2.74 3.21
C14 -1.21 2.76 4.57
C15 -0.92 3.95 5.23
C16 -0.91 5.13 4.53
C17 -1.19 5.14 3.17
C18 -1.50 3.96 2.50
O4 -1.82 3.90 1.17
C19 -1.88 5.10 0.44
C20 -2.35 0.42 3.25
C21 -1.29 -0.67 3.40
C22 1.07 -2.39 -0.03
C23 1.39 -2.86 -1.29
C24 2.54 -2.54 -2.17
O5 3.47 -1.80 -1.98
H1 0.98 1.21 -3.66
H2 2.02 0.49 -2.40
H3 0.26 0.18 -2.40
H4 2.14 0.04 -5.46
H5 3.28 -0.48 -4.19
H6 3.15 -1.97 -6.30
H7 1.53 -2.45 -5.74
H8 3.19 -4.11 -5.01
H9 4.14 -2.84 -4.19
H10 -1.20 -4.98 -1.87
H11 -1.80 -4.14 0.40
H12 -2.23 -0.36 0.64
H13 -0.54 -0.47 0.13
H14 0.09 1.32 1.71
H15 -1.15 1.87 0.57
H16 -1.19 1.84 5.13
H17 -0.70 3.93 6.28
H18 -0.69 6.06 5.03
H19 -1.19 6.08 2.64
H20 -2.18 4.81 -0.57
H21 -2.62 5.79 0.85
H22 -0.91 5.60 0.40
H23 -2.71 0.74 4.23
H24 -3.21 0.02 2.70
H25 -1.67 -1.52 3.97
H26 -0.41 -0.28 3.91
H27 1.72 -1.69 0.48